Density functional theory data (the ωB97M-V functional and the def2-TZVPD basis) for a 2-piece molecular cluster, C4H7NO2 overall.

The geometry in XYZ format:
```
14
Properties=species:S:1:pos:R:3:forces:R:3
C 0.320189 -1.694374 -0.084142 -0.0368 -0.1990 -0.0452
C 0.522709 0.656957 0.086463 -0.0962 0.2197 0.1932
C 1.212458 1.818339 -0.426657 0.1697 0.2539 0.1287
O 0.549963 0.897644 -1.317034 -0.1172 -0.1578 -0.2083
C -0.675354 0.480913 0.823610 0.1177 0.0226 0.3260
O -0.991651 0.849215 1.939170 0.0774 -0.1508 -0.4766
N -1.434730 -0.604928 0.174034 -0.0402 -0.0149 -0.0373
H 0.868988 -1.385157 -0.969348 -0.1358 -0.0075 0.1690
H 0.910672 -1.797561 0.820734 -0.1547 0.1159 -0.1360
H -0.361380 -2.520970 -0.255075 0.0924 0.1086 0.0122
H 0.759344 2.810366 -0.387990 0.0198 -0.1661 0.0346
H 2.300612 1.822060 -0.495462 -0.1685 -0.0591 -0.0032
H -2.124906 -1.012137 0.800312 0.1519 0.0844 -0.0686
H -1.856913 -0.320370 -0.708614 0.1204 -0.0499 0.1115
```
Positions in Å, forces in eV/Å.

- net charge = 0
- frontier orbital gap (alpha / beta) (eV) = 6.82 / 6.82
- lowest unoccupied orbital energy (alpha / beta) (eV) = -0.396 / -0.396
- relative energy (zero: lowest compared OMol25 entry of this formula, charge and spin) (kcal per mole) = 155.2
- highest occupied orbital energy (alpha / beta) (eV) = -7.2 / -7.2

=====

Density functional theory data (the ωB97M-V functional and the def2-TZVPD basis) for C62H65AsGeInN2PS as an isolated structure.

The geometry in XYZ format:
```
134
Properties=species:S:1:pos:R:3:forces:R:3
In -0.839001 0.900258 -1.058486 -0.4137 -0.4206 0.2791
C 3.929883 2.776369 6.629089 0.0077 0.0108 -0.0103
C 4.741865 1.921113 5.894807 -0.0046 0.0058 0.0087
C 4.189792 1.121652 4.907551 -0.0053 0.0213 -0.0391
C 2.824013 1.174151 4.623328 -0.0179 -0.0868 0.0953
C 2.018684 2.030875 5.368987 -0.0025 0.0036 -0.0108
C 2.570145 2.827799 6.364924 -0.0065 0.0001 -0.0079
P 2.214108 -0.007585 3.356666 0.2620 -0.1513 -0.1698
C 0.395193 0.266952 3.469767 0.0196 -0.0250 0.0539
C -0.267602 -0.528057 4.405344 0.0190 -0.0112 -0.0004
C -1.610168 -0.328691 4.692146 -0.0016 0.0187 -0.0311
C -2.319514 0.670763 4.041463 -0.0054 0.0102 0.0238
C -1.681839 1.445204 3.084147 0.1052 -0.0531 -0.0074
C -0.338937 1.238414 2.790114 -0.0339 -0.0333 0.0555
C 2.533739 0.946753 1.805621 -0.0619 0.0576 -0.1400
C 2.473643 2.342286 1.892038 0.0507 0.0434 -0.0544
C 2.326630 3.169593 0.789703 0.2727 -0.1309 0.0792
C 2.111391 2.586635 -0.445174 0.1543 0.1079 -0.0841
C 2.258875 1.214512 -0.563209 -0.1677 -0.0335 -0.0759
C 2.603742 0.371836 0.512389 -0.0805 0.0409 -0.0702
H 4.355707 3.395866 7.407805 0.0046 -0.0048 0.0017
H 5.802353 1.864363 6.104408 0.0040 0.0155 -0.0121
H 4.823966 0.443413 4.346310 0.0005 -0.0130 0.0213
H 0.954019 2.079196 5.175477 -0.0032 -0.0083 0.0006
H 1.931642 3.489929 6.936031 -0.0028 -0.0039 0.0011
H 0.282632 -1.307399 4.919302 0.0078 -0.0221 0.0069
H -2.103388 -0.952915 5.425728 -0.0005 -0.0104 0.0041
H -3.362241 0.845748 4.280131 -0.0118 -0.0599 -0.0684
H -2.222745 2.237085 2.580261 0.1224 -0.0764 0.0436
H 0.140134 1.874372 2.055364 0.0451 -0.0180 0.0527
H 2.522113 2.792995 2.874881 -0.0290 0.0159 0.0008
H 2.326547 4.245593 0.907644 0.0083 -0.0227 -0.0124
H 1.857692 3.179691 -1.315786 0.1089 0.0094 0.0518
H 2.152214 0.771504 -1.549094 0.1717 -0.0108 -0.0116
S -3.076106 -1.766409 0.802681 0.0028 -0.0261 -0.1106
C -4.360838 -0.956350 1.632293 0.0296 -0.0739 -0.0170
C -5.235474 -1.621572 2.507931 0.0083 0.0210 0.0427
C -6.290522 -0.958381 3.102663 0.0056 -0.0093 -0.0029
C -6.529807 0.387805 2.834533 0.0144 0.0256 0.0208
C -5.683815 1.065704 1.972681 0.0026 0.0000 -0.0111
C -4.605605 0.402617 1.392677 0.1694 0.0119 0.1411
As -3.403908 1.205341 0.112736 -0.3130 0.2045 -0.4563
C -3.783867 3.116818 0.326213 -0.0207 -0.0138 -0.0049
C -3.983347 3.684641 1.582204 0.0437 0.0994 -0.0192
C -4.169131 5.053785 1.715344 -0.0121 -0.0396 0.0250
C -4.150736 5.869013 0.592121 0.0196 0.0038 -0.0262
C -3.933333 5.312922 -0.660822 0.0079 0.0061 0.0332
C -3.743878 3.945150 -0.792493 -0.0877 -0.0140 0.0186
C -4.419651 0.951819 -1.541610 0.0764 0.0119 -0.0297
C -3.822760 0.469372 -2.698526 0.0935 0.0374 0.0280
C -4.537838 0.368018 -3.885634 -0.0021 -0.0164 -0.0128
C -5.868260 0.751082 -3.919386 0.0034 0.0009 0.0273
C -6.477700 1.229264 -2.764925 0.0004 -0.0070 -0.0300
C -5.758420 1.331309 -1.585682 -0.0098 -0.0431 0.0356
H -5.072830 -2.675173 2.693888 0.0183 0.0058 0.0182
H -6.948010 -1.496818 3.774781 0.0006 -0.0023 -0.0033
H -7.365294 0.902969 3.289779 -0.0121 -0.0092 -0.0132
H -5.878532 2.105463 1.749591 -0.0085 0.0039 -0.0042
H -3.985688 3.057542 2.465551 -0.1218 0.1026 -0.0139
H -4.325538 5.482406 2.697320 -0.0056 -0.0035 -0.0025
H -4.296327 6.936793 0.694588 -0.0041 -0.0006 -0.0011
H -3.896722 5.943508 -1.539546 0.0055 0.0036 -0.0013
H -3.562029 3.529441 -1.777006 0.0017 -0.0094 -0.0037
H -2.786258 0.143505 -2.697362 -0.0792 0.0212 -0.0344
H -4.052157 -0.014394 -4.774680 0.0012 0.0038 -0.0044
H -6.430875 0.680438 -4.841178 -0.0052 -0.0158 0.0048
H -7.518633 1.525464 -2.784768 0.0009 0.0044 -0.0018
H -6.243533 1.708527 -0.693920 -0.0008 -0.0026 0.0052
N 0.190835 -1.877766 0.588254 0.0777 -0.3840 0.2772
C 0.838629 -2.674497 1.566106 -0.2006 0.4572 0.1203
C 0.068602 -3.364850 2.503786 -0.0140 -0.0115 0.0715
C 0.674046 -4.059907 3.533927 0.0546 -0.0081 -0.0443
C 2.062710 -4.091639 3.637236 -0.0831 -0.0199 0.0165
C 2.822108 -3.454809 2.676247 -0.0299 -0.0828 -0.0256
C 2.229182 -2.740333 1.636001 0.0078 -0.0499 -0.1019
C 3.105308 -2.240936 0.540238 -0.1164 0.0496 0.0568
C 3.838351 -3.263243 -0.076089 0.0345 -0.0034 -0.0008
C 4.697744 -3.042142 -1.133193 -0.0289 0.0625 -0.0179
C 4.840808 -1.748764 -1.606311 0.0168 -0.0438 -0.0039
C 4.120909 -0.729402 -1.015741 0.2255 0.0942 0.0773
C 3.229606 -0.926571 0.054263 0.0975 -0.0810 0.2484
H 0.641679 -0.972915 0.517102 0.0181 -0.0570 -0.0568
H -0.788152 -1.741814 0.853180 0.0386 0.1193 -0.0744
H -1.012276 -3.312136 2.428416 0.0053 0.0283 0.0030
H 0.060508 -4.566781 4.268186 -0.0008 -0.0152 -0.0040
H 2.543095 -4.615214 4.452907 -0.0028 -0.0165 0.0005
H 3.903968 -3.490927 2.726563 -0.0055 0.0128 0.0126
H 3.694521 -4.270158 0.293936 0.0132 0.0009 0.0000
H 5.246050 -3.864386 -1.573901 -0.0102 -0.0025 -0.0141
H 5.514676 -1.522706 -2.422652 0.0151 -0.0094 0.0063
H 4.301459 0.278792 -1.363698 -0.0440 -0.0155 -0.0003
C -4.090324 -4.825489 -3.119192 -0.0084 0.0182 0.0234
C -3.812052 -3.560981 -3.922737 0.0644 -0.0594 -0.0170
C -2.377182 -3.053650 -3.757186 -0.1245 -0.0522 0.0806
C -2.112252 -2.561929 -2.328478 0.1182 -0.0291 0.0336
Ge -0.520165 -1.429528 -2.280967 -0.0082 0.2646 -0.2511
C 1.125977 -2.466638 -2.419712 0.0841 0.0844 0.0353
C 1.502862 -2.662795 -3.891735 -0.0022 -0.0209 0.0344
C 2.261951 -1.469288 -4.460320 -0.0169 -0.0340 -0.0271
C 2.449082 -1.554816 -5.968815 0.0146 0.0061 0.0034
H -5.112933 -5.173232 -3.269543 -0.0003 -0.0034 0.0000
H -3.954704 -4.650918 -2.050614 -0.0075 -0.0029 -0.0003
H -3.414934 -5.631032 -3.417981 -0.0012 0.0007 0.0070
H -4.500330 -2.769928 -3.608986 -0.0030 0.0151 -0.0315
H -4.002983 -3.747679 -4.983590 -0.0177 -0.0122 0.0060
H -2.200066 -2.250161 -4.479092 -0.0099 0.0224 0.0159
H -1.681063 -3.860531 -4.011549 0.0318 0.0412 -0.0434
H -1.925770 -3.388254 -1.640724 -0.0875 0.0002 0.0304
H -2.971097 -2.020225 -1.938172 -0.0046 -0.0111 0.0421
H -0.571221 -0.626787 -3.620458 -0.1102 -0.0516 -0.1080
H 0.916561 -3.406279 -1.906165 0.0196 -0.0015 0.0020
H 1.936436 -1.981957 -1.881655 0.0600 -0.0581 0.0361
H 0.611043 -2.837920 -4.504541 0.0020 -0.0413 0.0154
H 2.120843 -3.561897 -3.989190 0.0074 0.0154 -0.0246
H 3.233258 -1.403798 -3.963985 0.0089 0.0303 0.0287
H 1.721858 -0.549471 -4.210068 0.0047 0.0133 -0.0014
H 2.982461 -2.467115 -6.244809 -0.0006 0.0011 -0.0019
H 3.017891 -0.706851 -6.352423 -0.0007 -0.0024 -0.0031
H 1.483850 -1.569293 -6.479603 0.0020 -0.0016 0.0003
C -0.311641 2.192638 -4.110092 -0.0021 -0.0162 -0.0225
C -0.370251 3.210516 -3.022073 -0.0982 -0.0151 0.1342
C -0.247770 4.571384 -3.098738 0.0631 0.0656 0.0197
C -0.386767 5.086643 -1.778487 0.1356 0.0312 -0.0318
C -0.582945 4.020247 -0.945160 -0.1461 -0.1211 -0.0349
C -0.728979 3.986043 0.537160 0.0220 0.1944 0.0557
N -0.596702 2.860837 -1.700322 -0.0445 0.2590 -0.0636
H 0.469573 1.445730 -3.937791 -0.0010 0.0096 -0.0170
H -0.092978 2.679713 -5.059387 -0.0007 0.0059 0.0031
H -1.257626 1.654843 -4.228095 -0.0041 -0.0121 -0.0053
H -0.073740 5.135392 -4.002113 -0.0102 -0.0070 -0.0077
H -0.332517 6.121348 -1.476392 -0.0175 -0.0031 0.0108
H 0.235849 4.067930 1.044192 -0.2754 0.0229 -0.0271
H -1.188694 3.051191 0.858392 -0.0014 -0.0056 0.0187
H -1.367672 4.795779 0.892353 -0.0415 -0.0103 -0.0343
```
Positions in Å, forces in eV/Å.

- net charge = 0
- frontier orbital gap (eV) = 6.07
- lowest unoccupied orbital energy (eV) = -0.745
- highest occupied orbital energy (eV) = -6.8

=====

Density functional theory data (the ωB97M-V functional and the def2-TZVPD basis) for one molecule with the formula C4H6O2.

The geometry in XYZ format:
```
12
Properties=species:S:1:pos:R:3:forces:R:3
O 0.378750 0.446014 -1.943770 0.1063 0.2150 -0.0265
C 0.344641 0.051393 -0.631722 0.0735 -0.1651 0.1479
C -0.917527 -0.652846 -0.170954 0.0062 -0.0331 0.0434
C -0.995846 0.085962 1.066560 -0.1937 -0.0021 0.1581
C 1.420528 0.066991 0.252775 -0.0463 0.0297 -0.0008
O 1.253920 0.041952 1.495768 0.0231 -0.0262 -0.2222
H 0.824351 1.299349 -2.005926 -0.0644 -0.1228 -0.0613
H -0.845646 -1.739320 -0.075913 0.0320 0.1491 -0.0138
H -1.697034 -0.378257 -0.885529 0.0841 0.0014 0.0498
H -0.909239 -0.384789 2.035678 -0.0195 0.0946 -0.1137
H -1.293501 1.128721 1.034795 0.0957 -0.1504 -0.0138
H 2.436602 0.034830 -0.171759 -0.0970 0.0099 0.0528
```
Positions in Å, forces in eV/Å.

- net charge = 0
- frontier orbital gap (alpha / beta) (eV) = 7.20 / 7.56
- lowest unoccupied orbital energy (alpha / beta) (eV) = -0.248 / 0.010
- relative energy (zero: lowest compared OMol25 entry of this formula, charge and spin) (kcal per mole) = 93.4
- highest occupied orbital energy (alpha / beta) (eV) = -7.5 / -7.6

=====

Summary of maximum force in eV Å⁻¹
0.51 0.65 0.25
(order as listed above)
Summary of electronic energy in a.u.
-361.63353 -7753.41647 -306.35746
(order as listed above)